(1)
Computed, not measured: a structure of composition C23H32F4N4NdO2Te, with the ωB97M-V functional and the def2-TZVPD basis.

Cartesian coordinates (Å):
Nd (0.72, -0.78, 0.08)
C (-0.69, 1.27, 1.52)
C (0.06, 0.85, 2.78)
N (1.29, 0.04, 2.62)
C (2.54, 0.71, 3.00)
C (2.66, 2.11, 2.35)
C (1.15, -1.17, 3.54)
C (0.09, -2.25, 3.14)
N (-0.09, -2.34, 1.70)
C (-0.58, -3.49, 1.16)
C (-1.36, -3.32, -0.03)
F (-1.51, -2.01, -0.47)
C (-2.02, -4.37, -0.62)
F (-2.76, -4.26, -1.72)
C (-1.94, -5.66, -0.05)
C (-0.94, -5.86, 0.90)
F (-0.71, -7.13, 1.32)
C (-0.23, -4.83, 1.49)
F (0.84, -4.95, 2.30)
H (-1.53, 1.92, 1.72)
H (-0.05, 1.79, 0.77)
H (-1.23, 0.44, 1.02)
H (0.33, 1.71, 3.38)
H (-0.64, 0.29, 3.41)
H (2.58, 0.76, 4.09)
H (3.42, 0.10, 2.65)
H (2.31, 2.87, 3.05)
H (3.69, 2.33, 2.09)
H (2.06, 2.16, 1.41)
H (2.14, -1.61, 3.53)
H (0.89, -0.79, 4.52)
H (0.46, -3.17, 3.65)
H (-0.86, -2.00, 3.61)
H (-2.55, -6.43, -0.49)
C (3.17, -4.31, -1.91)
O (3.96, -3.15, -1.63)
C (3.26, -2.18, -1.11)
O (2.01, -2.35, -0.92)
N (3.93, -1.09, -0.69)
N (3.19, 0.01, -0.17)
H (3.84, -5.11, -2.24)
H (2.30, -4.15, -2.59)
H (2.73, -4.64, -0.96)
H (4.95, -1.03, -0.88)
H (3.22, 0.81, -0.84)
H (3.67, 0.40, 0.66)
C (-4.14, 5.78, -1.91)
C (-3.20, 4.64, -2.24)
C (-1.80, 4.78, -2.02)
C (-0.91, 3.77, -2.17)
C (0.58, 4.00, -1.93)
C (-1.43, 2.49, -2.56)
Te (-0.10, 0.75, -2.61)
C (-2.79, 2.26, -2.83)
C (-3.33, 0.90, -3.29)
C (-3.63, 3.38, -2.69)
H (-4.50, 5.61, -0.87)
H (-5.06, 5.76, -2.56)
H (-3.67, 6.76, -2.06)
H (-1.50, 5.77, -1.71)
H (0.80, 5.07, -1.85)
H (1.19, 3.53, -2.68)
H (0.87, 3.58, -0.96)
H (-3.16, 0.13, -2.57)
H (-2.83, 0.67, -4.28)
H (-4.41, 0.99, -3.55)
H (-4.73, 3.22, -2.80)

Properties
LUMO energy (alpha / beta): -3.0 / -3.0 eV
⟨S²⟩: 3.7541
HOMO (alpha / beta): -9.574 / -9.565 eV
spin multiplicity: 4
E: -2493.7938 Ha
charge: +1
F_max: 2.715 eV/Å

Here are the natural (NBO) charges for atoms 1 to 4, given in e: number 1, Nd, carries 1.75; number 2, C, carries -0.65; number 3, C, carries -0.25; number 4, N, carries -0.51


(2)
Computed, not measured: a structure of composition C18H36ILi2NO11PS, with the ωB97M-V functional and the def2-TZVPD basis.

Cartesian coordinates (Å):
C (-6.64, -0.14, -0.53)
C (-5.22, 0.09, 0.04)
C (-5.36, 0.77, 1.41)
C (-4.43, 0.90, -1.00)
P (-2.65, 1.25, -0.59)
C (-3.15, 3.04, 0.06)
C (-1.95, 3.76, 0.56)
O (-1.33, 4.55, -0.13)
C (-1.61, 2.04, -1.90)
C (-0.07, 1.99, -1.68)
C (0.47, 1.91, -0.24)
C (1.56, 0.85, -0.08)
C (2.75, 1.02, -1.03)
N (2.91, -0.09, -2.00)
C (-2.07, -0.51, -1.19)
C (-2.35, -1.65, -0.18)
C (-3.23, -2.75, -0.78)
I (-0.54, -2.59, 0.50)
H (-7.06, -1.02, -0.02)
H (-6.58, -0.38, -1.59)
H (-7.28, 0.73, -0.38)
H (-4.82, -0.91, 0.20)
H (-6.15, 1.52, 1.39)
H (-4.44, 1.21, 1.77)
H (-5.67, 0.02, 2.15)
H (-4.49, 0.37, -1.96)
H (-4.94, 1.85, -1.15)
H (-2.20, 0.95, 0.72)
H (-3.59, 3.63, -0.76)
H (-3.90, 3.00, 0.86)
H (-1.59, 3.55, 1.58)
H (-1.84, 1.49, -2.82)
H (-1.92, 3.06, -2.08)
H (0.32, 1.14, -2.25)
H (0.34, 2.88, -2.16)
H (0.91, 2.87, 0.03)
H (-0.29, 1.73, 0.52)
H (1.94, 0.95, 0.94)
H (1.13, -0.15, -0.17)
H (2.72, 1.97, -1.57)
H (3.66, 1.07, -0.42)
H (2.74, 0.24, -2.94)
H (2.25, -0.82, -1.78)
H (-1.01, -0.51, -1.42)
H (-2.58, -0.73, -2.13)
H (-2.85, -1.23, 0.70)
H (-3.77, -3.29, -0.01)
H (-2.65, -3.44, -1.38)
H (-3.98, -2.30, -1.44)
Li (-8.27, -2.11, 0.14)
C (4.38, -2.09, 0.42)
C (5.60, -1.23, 0.14)
O (6.63, -1.90, 0.88)
C (6.27, -3.21, 1.07)
O (6.98, -4.09, 1.36)
O (4.96, -3.38, 0.65)
H (3.69, -2.13, -0.42)
H (3.85, -1.77, 1.31)
H (5.86, -1.24, -0.93)
H (5.49, -0.21, 0.47)
O (8.30, -6.64, 0.16)
S (9.27, -6.68, 1.31)
O (8.52, -6.48, 2.57)
O (10.27, -5.60, 1.14)
O (9.96, -7.99, 1.34)
Li (6.74, -3.96, -1.19)
C (0.47, 5.17, 3.58)
O (-0.40, 4.33, 3.23)
O (0.71, 6.17, 2.59)
O (1.13, 5.26, 4.61)
H (0.10, 5.90, 1.89)

Properties
LUMO energy: -2.2 eV
ΔE to the lowest compared entry with this formula, charge and spin: 0.000 eV
HOMO: -2.930 eV
E: -2641.9269 Ha
charge: -1
F_max: 1.452 eV/Å

Here are the Mulliken charges for atoms 1 to 4, given in e: number 1, C, carries -1.54; number 2, C, carries 2.02; number 3, C, carries -1.60; number 4, C, carries -1.23


(3)
Computed, not measured: a structure of composition C10H21B2ClI2N4O9S, with the ωB97M-V functional and the def2-TZVPD basis.

Cartesian coordinates (Å):
C (-2.57, -2.71, 3.29)
C (-1.97, -1.34, 3.00)
O (-0.91, -1.37, 2.04)
C (-1.34, -1.55, 0.73)
N (-1.32, -0.26, 0.01)
B (-2.12, -0.25, -1.26)
N (-1.65, -0.08, -2.62)
O (-3.46, -0.43, -1.03)
C (-0.06, 0.32, 0.00)
N (1.16, -0.29, -0.17)
S (1.15, -1.49, -1.44)
C (1.83, -0.74, 1.08)
C (3.34, -0.75, 0.87)
O (4.06, -0.15, 1.64)
N (-0.06, 1.62, 0.23)
B (-1.35, 2.36, 0.51)
O (-1.95, 2.34, 1.73)
O (-1.84, 3.06, -0.53)
C (-3.27, 3.24, -0.58)
C (1.12, 2.43, 0.28)
I (1.67, 2.92, 2.24)
C (1.74, 2.86, -0.82)
C (1.30, 2.49, -2.21)
I (3.40, 4.11, -0.72)
H (-3.61, -2.57, 3.58)
H (-2.51, -3.35, 2.41)
H (-2.08, -3.18, 4.14)
H (-1.50, -0.97, 3.92)
H (-2.72, -0.59, 2.73)
H (-0.75, -2.31, 0.22)
H (-2.38, -1.89, 0.70)
H (-0.89, 0.56, -2.74)
H (-1.41, -0.96, -3.07)
H (-3.91, -0.56, -1.88)
H (2.13, -2.31, -0.99)
H (1.64, -0.04, 1.89)
H (1.48, -1.73, 1.38)
H (3.78, -1.30, 0.02)
H (-1.29, 2.39, 2.44)
H (-3.52, 3.60, -1.58)
H (-3.80, 2.31, -0.42)
H (-3.57, 4.00, 0.13)
H (2.14, 2.51, -2.90)
H (0.55, 3.21, -2.54)
H (0.88, 1.49, -2.20)
O (4.17, -3.40, -3.47)
Cl (4.90, -2.94, -2.32)
O (4.11, -3.23, -1.11)
O (5.08, -1.50, -2.39)
O (6.17, -3.59, -2.23)

Properties
LUMO energy: -1.5 eV
HOMO: -8.504 eV
E: -2793.1307 Ha
F_max: 1.397 eV/Å

Here are the natural (NBO) charges for atoms 1 to 4, given in e: number 1, C, carries -0.64; number 2, C, carries -0.07; number 3, O, carries -0.54; number 4, C, carries 0.09


(4)
Computed, not measured: an isolated molecule of C13H26N2O5, with the ωB97M-V functional and the def2-TZVPD basis.

Cartesian coordinates (Å):
C (4.72, -0.20, 0.68)
C (3.25, 0.05, 1.15)
C (3.11, 0.11, 2.66)
C (2.25, -0.94, 0.55)
C (0.92, -0.23, 0.47)
C (-0.09, -0.86, -0.47)
O (0.25, -1.27, -1.56)
N (-1.38, -1.14, -0.04)
C (-2.45, -1.73, -0.86)
C (-3.48, -2.24, 0.14)
O (-3.89, -1.23, 1.07)
C (-3.03, -0.67, -1.86)
O (-3.99, -1.32, -2.71)
C (-3.68, 0.58, -1.24)
O (-5.04, 0.36, -0.80)
C (1.28, 1.24, 0.13)
C (1.12, 1.60, -1.36)
C (0.38, 2.22, 0.89)
N (2.74, 1.30, 0.47)
O (3.35, 2.55, 0.83)
H (5.12, -1.16, 1.09)
H (4.83, -0.28, -0.39)
H (5.37, 0.60, 1.03)
H (3.38, -0.84, 3.15)
H (2.09, 0.26, 2.98)
H (3.72, 0.94, 3.05)
H (2.58, -1.22, -0.47)
H (2.18, -1.83, 1.22)
H (0.46, -0.23, 1.47)
H (-1.69, -0.76, 0.86)
H (-2.09, -2.58, -1.43)
H (-2.99, -2.99, 0.72)
H (-4.29, -2.62, -0.44)
H (-4.50, -0.60, 0.61)
H (-2.19, -0.30, -2.46)
H (-3.58, -2.00, -3.29)
H (-3.76, 1.28, -2.04)
H (-3.02, 0.97, -0.47)
H (-5.51, -0.11, -1.52)
H (1.24, 2.66, -1.58)
H (0.07, 1.38, -1.67)
H (1.75, 0.98, -1.96)
H (0.71, 3.22, 0.66)
H (0.50, 2.13, 1.95)
H (-0.66, 2.13, 0.59)
H (3.98, 2.79, 0.18)

Properties
LUMO energy: 0.5 eV
SMILES string: CC1(C)C[C@H](C(=O)N[C@@H](CO)[C@@H](O)CO)C(C)(C)N1O
HOMO: -8.230 eV
E: -996.6082 Ha
F_max: 2.958 eV/Å

Here are the natural (NBO) charges for atoms 1 to 4, given in e: number 1, C, carries -0.61; number 2, C, carries 0.12; number 3, C, carries -0.64; number 4, C, carries -0.39


(5)
Computed, not measured: a cluster of 6 separate species, C38H36IN3 in total, with the ωB97M-V functional and the def2-TZVPD basis.

Cartesian coordinates (Å):
N (2.65, -3.74, 0.51)
C (2.35, -2.61, 1.38)
C (0.94, -2.32, 1.82)
C (0.69, -1.18, 2.65)
C (1.78, -0.25, 3.15)
N (1.36, 0.81, 3.94)
C (2.46, 1.50, 4.32)
I (2.11, 3.20, 5.63)
C (3.88, 1.24, 3.95)
N (4.23, 0.21, 3.14)
C (3.16, -0.57, 2.74)
C (3.41, -1.74, 1.85)
H (3.60, -3.53, 0.16)
H (2.04, -3.60, -0.31)
H (0.13, -3.02, 1.46)
H (-0.37, -0.99, 2.97)
H (4.68, 1.92, 4.34)
H (4.46, -1.98, 1.53)
C (4.56, 4.83, 1.89)
C (5.26, 3.64, 1.87)
C (6.62, 3.62, 2.16)
C (7.28, 4.81, 2.47)
C (6.57, 6.01, 2.49)
C (5.21, 6.02, 2.20)
H (3.50, 4.84, 1.67)
H (4.75, 2.71, 1.62)
H (7.17, 2.69, 2.14)
H (8.34, 4.80, 2.70)
H (7.08, 6.93, 2.72)
H (4.66, 6.95, 2.21)
C (-1.30, 2.01, 2.58)
C (-1.46, 2.26, 1.22)
C (-2.70, 2.65, 0.73)
C (-3.78, 2.80, 1.60)
C (-3.62, 2.55, 2.96)
C (-2.38, 2.15, 3.45)
H (-0.33, 1.71, 2.97)
H (-0.62, 2.14, 0.55)
H (-2.83, 2.85, -0.33)
H (-4.74, 3.11, 1.22)
H (-4.46, 2.65, 3.64)
H (-2.25, 1.96, 4.51)
C (0.09, -4.61, -2.20)
C (-0.61, -4.86, -3.38)
C (-1.66, -5.76, -3.38)
C (-2.02, -6.42, -2.21)
C (-1.33, -6.17, -1.04)
C (-0.27, -5.27, -1.03)
H (0.91, -3.90, -2.20)
H (-0.32, -4.35, -4.29)
H (-2.20, -5.96, -4.30)
H (-2.85, -7.12, -2.22)
H (-1.60, -6.69, -0.12)
H (0.27, -5.07, -0.11)
C (-8.27, 1.23, 0.44)
C (-8.60, 0.68, -0.80)
C (-7.63, 0.09, -1.59)
C (-6.31, 0.03, -1.14)
C (-5.97, 0.58, 0.09)
C (-6.95, 1.18, 0.88)
H (-9.03, 1.69, 1.06)
H (-9.63, 0.73, -1.14)
H (-7.89, -0.34, -2.55)
H (-5.55, -0.43, -1.76)
H (-4.94, 0.55, 0.43)
H (-6.68, 1.60, 1.84)
C (1.55, -1.90, -6.43)
C (1.79, -2.15, -5.09)
C (1.48, -1.20, -4.12)
C (0.93, 0.02, -4.51)
C (0.69, 0.28, -5.85)
C (1.00, -0.68, -6.81)
H (1.79, -2.64, -7.18)
H (2.23, -3.10, -4.79)
H (1.67, -1.40, -3.08)
H (0.68, 0.76, -3.76)
H (0.26, 1.23, -6.15)
H (0.81, -0.47, -7.86)

Properties
LUMO energy: -0.8 eV
SMILES string: Nc1ccc2nc(I)cnc2c1.c1ccccc1.c1ccccc1.c1ccccc1.c1ccccc1.c1ccccc1
HOMO: -8.578 eV
E: -1931.5190 Ha
F_max: 4.506 eV/Å

Here are the Mulliken charges for atoms 1 to 4, given in e: number 1, N, carries -0.56; number 2, C, carries 0.89; number 3, C, carries -0.43; number 4, C, carries -0.49